8 unconnected molecules or ions with the total composition C45H97NO9P2, computed with ωB97M-V/def2-TZVPD.

Each atom is followed by the atoms it is bonded to, with distances in Å.
Atoms and positions in Å:
1 C -3.955 -0.454 0.631  C2 1.545, H23 1.088, H24 1.089, H25 1.093
2 C -4.608 0.896 0.263  C1 1.545, C3 1.531, H26 1.094, H27 1.097
3 C -5.274 1.610 1.443  C2 1.531, C4 1.545, P5 1.913, H28 1.099
4 C -6.060 2.866 1.002  C3 1.545, H29 1.095, H30 1.092, H31 1.092
5 P -4.173 2.016 2.954  C3 1.913, C6 1.866, P20 2.282, H32 1.453, H33 1.437
6 C -2.740 2.683 1.962  P5 1.866, C7 1.548, H34 1.090, H35 1.097
7 C -1.533 1.733 1.776  C6 1.548, C8 1.545, H36 1.091, H37 1.094
8 C -0.196 2.499 1.885  C7 1.545, C9 1.540, H38 1.093, H39 1.095
9 C 0.442 2.397 3.283  C8 1.540, C10 1.535, H40 1.095, H41 1.090
10 C 1.067 3.711 3.770  C9 1.535, C11 1.540, H42 1.094, H43 1.096
11 C 2.496 3.964 3.253  C10 1.540, C12 1.535, H44 1.091, H45 1.093
12 C 3.503 3.075 3.995  C11 1.535, C13 1.535, H46 1.093, H47 1.095
13 C 4.742 2.649 3.198  C12 1.535, C14 1.525, H48 1.096, H49 1.093
14 C 4.510 1.998 1.839  C13 1.525, C15 1.540, H50 1.092, H51 1.095
15 C 3.897 0.586 1.795  C14 1.540, C16 1.545, H52 1.092, H53 1.088
16 C 4.367 -0.402 2.886  C15 1.545, C17 1.523, H54 1.092, H55 1.095
17 C 3.255 -0.677 3.890  C16 1.523, O18 1.429, H56 1.098, H57 1.097
18 O 3.377 -1.933 4.560  C17 1.429, C19 1.414
19 C 2.386 -1.960 5.568  O18 1.414, H58 1.097, H59 1.087, H60 1.097
20 P -3.030 2.517 4.864  P5 2.282, N21 1.741, O22 1.665
21 N -3.394 4.204 5.095  P20 1.741, H61 1.017, H62 1.026
22 O -3.997 1.871 6.057  P20 1.665, H63 0.958
23 H -3.446 -0.443 1.593  C1 1.088
24 H -4.739 -1.209 0.583  C1 1.089
25 H -3.227 -0.696 -0.149  C1 1.093
26 H -3.931 1.540 -0.305  C2 1.094
27 H -5.419 0.643 -0.432  C2 1.097
28 H -6.024 0.902 1.822  C3 1.099
29 H -5.696 3.799 1.444  C4 1.095
30 H -6.110 2.956 -0.084  C4 1.092
31 H -7.092 2.775 1.349  C4 1.092
32 H -5.197 2.962 3.365  P5 1.453
33 H -4.304 0.662 3.418  P5 1.437
34 H -3.059 3.091 1.003  C6 1.090
35 H -2.336 3.533 2.525  C6 1.097
36 H -1.604 1.200 0.827  C7 1.091
37 H -1.530 0.965 2.555  C7 1.094
38 H 0.517 2.120 1.149  C8 1.093
39 H -0.380 3.551 1.639  C8 1.095
40 H 1.236 1.643 3.264  C9 1.095
41 H -0.297 2.077 4.018  C9 1.090
42 H 0.411 4.555 3.535  C10 1.094
43 H 1.145 3.660 4.862  C10 1.096
44 H 2.724 5.018 3.423  C11 1.091
45 H 2.507 3.772 2.177  C11 1.093
46 H 2.977 2.222 4.432  C12 1.093
47 H 3.876 3.647 4.851  C12 1.095
48 H 5.317 3.562 3.007  C13 1.096
49 H 5.370 2.031 3.845  C13 1.093
50 H 3.909 2.642 1.194  C14 1.092
51 H 5.491 1.927 1.357  C14 1.095
52 H 2.807 0.612 1.739  C15 1.092
53 H 4.207 0.167 0.839  C15 1.088
54 H 5.304 -0.089 3.351  C16 1.092
55 H 4.584 -1.360 2.402  C16 1.095
56 H 3.250 0.110 4.656  C17 1.098
57 H 2.307 -0.695 3.338  C17 1.097
58 H 1.393 -1.800 5.130  C19 1.097
59 H 2.424 -2.924 6.069  C19 1.087
60 H 2.547 -1.164 6.306  C19 1.097
61 H -3.152 4.744 4.268  N21 1.017
62 H -4.408 4.308 5.211  N21 1.026
63 H -4.171 2.552 6.708  O22 0.958
64 C 3.236 -0.189 -3.514  C65 1.525, C68 1.523, H69 1.089, H70 1.092
65 C 2.621 -1.480 -2.984  C64 1.525, C66 1.522, H71 1.093, H72 1.088
66 C 2.848 -1.339 -1.486  C65 1.522, O67 1.431, H73 1.096, H74 1.091
67 O 2.811 0.064 -1.202  C66 1.431, C68 1.429
68 C 2.855 0.804 -2.424  C64 1.523, O67 1.429, H75 1.096, H76 1.091
69 H 2.870 0.102 -4.498  C64 1.089
70 H 4.322 -0.290 -3.574  C64 1.092
71 H 1.549 -1.497 -3.202  C65 1.093
72 H 3.068 -2.380 -3.401  C65 1.088
73 H 3.833 -1.726 -1.199  C66 1.096
74 H 2.091 -1.845 -0.885  C66 1.091
75 H 1.864 1.236 -2.607  C68 1.096
76 H 3.573 1.619 -2.319  C68 1.091
77 C 4.230 -5.950 -5.519  C78 1.527, C81 1.524, H82 1.089, H83 1.092
78 C 3.892 -5.179 -6.794  C77 1.527, C79 1.523, H84 1.092, H85 1.089
79 C 3.312 -3.890 -6.228  C78 1.523, O80 1.428, H86 1.096, H87 1.092
80 O 3.973 -3.663 -4.982  C79 1.428, C81 1.430
81 C 4.703 -4.831 -4.600  C77 1.524, O80 1.430, H88 1.095, H89 1.091
82 H 4.981 -6.725 -5.659  C77 1.089
83 H 3.330 -6.416 -5.113  C77 1.092
84 H 4.804 -4.969 -7.356  C78 1.092
85 H 3.198 -5.699 -7.453  C78 1.089
86 H 2.238 -3.987 -6.036  C79 1.096
87 H 3.472 -3.027 -6.877  C79 1.092
88 H 5.773 -4.634 -4.730  C81 1.095
89 H 4.516 -5.038 -3.545  C81 1.091
90 C 8.498 -1.768 6.269  C91 1.526, C94 1.524, H95 1.089, H96 1.092
91 C 7.087 -1.196 6.178  C90 1.526, C92 1.519, H97 1.092, H98 1.089
92 C 7.352 0.299 6.215  C91 1.519, O93 1.429, H99 1.096, H100 1.092
93 O 8.625 0.498 5.597  C92 1.429, C94 1.429
94 C 9.286 -0.759 5.441  C90 1.524, O93 1.429, H101 1.095, H102 1.091
95 H 8.588 -2.785 5.890  C90 1.089
96 H 8.840 -1.760 7.306  C90 1.092
97 H 6.621 -1.469 5.228  C91 1.092
98 H 6.429 -1.529 6.979  C91 1.089
99 H 7.407 0.681 7.241  C92 1.096
100 H 6.592 0.872 5.680  C92 1.092
101 H 9.276 -1.029 4.379  C94 1.095
102 H 10.324 -0.658 5.761  C94 1.091
103 C 1.385 -1.571 -9.569  C104 1.527, C107 1.523, H108 1.089, H109 1.093
104 C 0.416 -0.745 -8.725  C103 1.527, C105 1.523, H110 1.092, H111 1.089
105 C 1.295 -0.356 -7.543  C104 1.523, O106 1.429, H112 1.096, H113 1.091
106 O 2.628 -0.259 -8.047  C105 1.429, C107 1.428
107 C 2.692 -0.818 -9.360  C103 1.523, O106 1.428, H114 1.095, H115 1.091
108 H 1.103 -1.643 -10.618  C103 1.089
109 H 1.462 -2.583 -9.166  C103 1.093
110 H 0.105 0.146 -9.275  C104 1.092
111 H -0.479 -1.288 -8.424  C104 1.089
112 H 1.273 -1.126 -6.763  C105 1.096
113 H 1.010 0.596 -7.095  C105 1.091
114 H 2.800 -0.003 -10.084  C107 1.095
115 H 3.571 -1.460 -9.431  C107 1.091
116 C -8.725 -2.576 -1.268  C117 1.527, C120 1.523, H121 1.089, H122 1.092
117 C -8.467 -3.646 -0.209  C116 1.527, C118 1.522, H123 1.092, H124 1.089
118 C -6.962 -3.525 -0.012  C117 1.522, O119 1.429, H125 1.094, H126 1.091
119 O -6.629 -2.156 -0.254  C118 1.429, C120 1.431
120 C -7.745 -1.487 -0.850  C116 1.523, O119 1.431, H127 1.095, H128 1.091
121 H -9.755 -2.226 -1.298  C116 1.089
122 H -8.465 -2.957 -2.258  C116 1.092
123 H -8.991 -3.394 0.715  C117 1.092
124 H -8.772 -4.647 -0.511  C117 1.089
125 H -6.418 -4.145 -0.731  C118 1.094
126 H -6.643 -3.799 0.994  C118 1.091
127 H -8.189 -0.818 -0.105  C120 1.095
128 H -7.393 -0.885 -1.688  C120 1.091
129 C -3.281 7.078 -0.391  C130 1.527, C133 1.524, H134 1.089, H135 1.092
130 C -3.014 6.500 0.997  C129 1.527, C131 1.520, H136 1.092, H137 1.089
131 C -4.366 6.667 1.670  C130 1.520, O132 1.427, H138 1.095, H139 1.093
132 O -5.345 6.554 0.637  C131 1.427, C133 1.428
133 C -4.710 6.614 -0.642  C129 1.524, O132 1.428, H140 1.096, H141 1.090
134 H -2.587 6.731 -1.155  C129 1.089
135 H -3.234 8.169 -0.358  C129 1.092
136 H -2.768 5.439 0.914  C130 1.092
137 H -2.206 6.998 1.533  C130 1.089
138 H -4.464 7.652 2.138  C131 1.095
139 H -4.558 5.904 2.429  C131 1.093
140 H -4.728 5.612 -1.086  C133 1.096
141 H -5.273 7.288 -1.288  C133 1.090
142 C -4.290 -5.370 -2.736  C143 1.527, C146 1.523, H147 1.090, H148 1.092
143 C -3.814 -4.478 -1.592  C142 1.527, C144 1.521, H149 1.093, H150 1.089
144 C -2.304 -4.640 -1.681  C143 1.521, O145 1.430, H151 1.095, H152 1.090
145 O -2.006 -4.860 -3.062  C144 1.430, C146 1.428
146 C -3.210 -5.125 -3.781  C142 1.523, O145 1.428, H153 1.096, H154 1.091
147 H -5.289 -5.128 -3.098  C142 1.090
148 H -4.285 -6.417 -2.423  C142 1.092
149 H -4.097 -3.440 -1.783  C143 1.093
150 H -4.210 -4.763 -0.618  C143 1.089
151 H -1.962 -5.507 -1.107  C144 1.095
152 H -1.763 -3.760 -1.333  C144 1.090
153 H -3.450 -4.252 -4.397  C146 1.096
154 H -3.050 -5.980 -4.440  C146 1.091

Output
- Structure (SMILES): CC[C@H](C)[PH2](CCCCCCCCCCCCOC)P(N)O.C1CCOC1.C1CCOC1.C1CCOC1.C1CCOC1.C1CCOC1.C1CCOC1.C1CCOC1
- HOMO: -6.56 eV
- HOMO-LUMO gap: 7.05 eV
- Total charge: 0

Atom charges from the Mulliken analysis, given in e for atoms 1 to 99: C -0.9167; C -0.8983; C 0.2007; C -1.2841; P 0.0274; C -0.5931; C -0.8293; C -0.9322; C 1.0572; C -1.5102; C -0.5754; C -0.2512; C -0.3093; C -1.2016; C 0.5737; C -0.7052; C 0.0670; O -0.4726; C -0.7388; P 0.2599; N -0.7175; O -0.4797; H 0.2926; H 0.0565; H 0.2521; H 0.3975; H 0.5120; H 0.5393; H 0.0865; H 0.3749; H 0.3346; H -0.0917; H 0.0416; H 0.5447; H 0.2196; H 0.1897; H 0.5368; H 0.2424; H 0.4902; H -0.7172; H 0.4127; H 0.5349; H 0.4096; H 0.4214; H 0.1856; H -0.0730; H 0.4693; H 0.4585; H -0.2229; H 0.2970; H 0.4866; H -0.0590; H -0.0660; H 0.0276; H 0.3995; H 0.0000; H 0.4226; H 0.3025; H 0.2886; H 0.3027; H 0.2609; H 0.3104; H 0.3308; C -0.4682; C 0.0199; C -0.6095; O -0.2533; C -0.4906; H 0.2458; H 0.2332; H 0.2289; H -0.0857; H 0.2945; H 0.3521; H 0.2744; H 0.2894; C -0.5979; C -0.5393; C -0.0716; O -0.3838; C -0.4793; H 0.3614; H 0.2631; H 0.2806; H 0.3627; H 0.1458; H 0.0424; H 0.2991; H 0.2764; C -0.5845; C -0.3087; C -0.0369; O -0.4108; C -0.4324; H 0.3463; H 0.2805; H 0.0757; H 0.3877; H 0.3206